{"formula": "C33H29N9O4SScSe", "method": "the ωB97M-V functional and the def2-TZVPD basis", "homo_energy_ev": -11.474, "charge": 1, "relative_energy_kcal_mol": 13.8, "e_lumo_ev": -3.164, "energy_ha": -5629.1007, "species": ["Sc", "C", "N", "C", "C", "C", "C", "C", "C", "N", "C", "C", "C", "C", "C", "C", "N", "C", "C", "C", "C", "C", "N", "H", "H", "H", "H", "H", "H", "H", "H", "H", "H", "H", "H", "H", "H", "H", "H", "H", "H", "Se", "N", "C", "C", "C", "C", "C", "N", "C", "C", "N", "C", "C", "C", "C", "C", "N", "H", "H", "H", "H", "H", "H", "C", "C", "C", "N", "H", "H", "H", "H", "H", "O", "S", "O", "O", "O"], "xyz": [[-0.210, 0.586, 0.439], [2.147, -0.242, 2.872], [2.223, 0.219, 1.470], [2.735, 1.595, 1.404], [2.550, 2.207, 0.040], [3.011, 3.492, -0.213], [2.750, 4.065, -1.441], [2.071, 3.322, -2.399], [1.669, 2.045, -2.072], [1.890, 1.487, -0.874], [3.149, -0.680, 0.769], [2.564, -2.062, 0.573], [3.385, -3.143, 0.274], [2.812, -4.391, 0.103], [1.438, -4.524, 0.253], [0.703, -3.390, 0.552], [1.245, -2.183, 0.697], [0.778, -0.151, 3.479], [0.623, 0.141, 4.825], [-0.645, 0.136, 5.369], [-1.709, -0.229, 4.560], [-1.459, -0.533, 3.239], [-0.242, -0.478, 2.679], [2.878, 0.274, 3.501], [2.403, -1.302, 2.883], [3.798, 1.625, 1.682], [2.171, 2.202, 2.116], [3.528, 4.041, 0.563], [3.065, 5.079, -1.649], [1.848, 3.732, -3.374], [1.150, 1.428, -2.796], [4.089, -0.766, 1.328], [3.398, -0.244, -0.199], [4.455, -3.006, 0.178], [3.426, -5.251, -0.130], [0.955, -5.485, 0.147], [-0.374, -3.443, 0.685], [1.487, 0.393, 5.424], [-0.797, 0.414, 6.403], [-2.720, -0.258, 4.943], [-2.258, -0.864, 2.590], [-3.794, -4.660, -4.675], [-2.115, -4.220, -4.385], [-2.103, -3.335, -3.420], [-0.905, -2.682, -2.935], [0.347, -2.931, -3.498], [1.422, -2.197, -3.056], [1.212, -1.236, -2.074], [0.042, -1.011, -1.493], [-1.015, -1.732, -1.907], [-2.310, -1.472, -1.274], [-2.332, -0.656, -0.208], [-3.506, -0.323, 0.310], [-4.721, -0.790, -0.180], [-4.712, -1.674, -1.233], [-3.484, -2.037, -1.791], [-3.388, -2.982, -2.883], [-4.415, -3.584, -3.431], [0.431, -3.678, -4.276], [2.412, -2.339, -3.465], [2.027, -0.610, -1.745], [-3.475, 0.357, 1.152], [-5.645, -0.464, 0.276], [-5.618, -2.093, -1.649], [-1.383, 5.056, -1.464], [-2.399, 3.939, -1.165], [-1.809, 2.628, -1.291], [-1.345, 1.593, -1.491], [-1.874, 6.019, -1.353], [-0.982, 4.969, -2.473], [-0.569, 4.996, -0.746], [-3.270, 4.002, -1.818], [-2.716, 4.035, -0.126], [-1.640, 1.486, 1.482], [-0.809, 2.725, 1.838], [-1.643, 3.887, 1.932], [0.094, 2.707, 0.625], [0.008, 2.449, 2.998]], "forces_ev_per_a": [[0.81, -1.47, -1.18], [-0.16, 0.08, 0.01], [-0.16, 0.13, 0.00], [-0.06, 0.05, 0.03], [0.14, -0.16, -0.15], [0.05, -0.03, -0.01], [0.00, -0.03, 0.04], [0.00, 0.02, -0.01], [0.07, -0.04, -0.08], [-0.27, 0.31, 0.17], [-0.10, -0.10, -0.19], [-0.03, -0.02, 0.06], [0.03, -0.03, -0.02], [0.00, 0.07, 0.00], [0.02, 0.00, -0.01], [-0.06, -0.04, 0.00], [0.10, 0.05, 0.09], [0.07, -0.26, -0.14], [-0.01, -0.08, 0.04], [0.11, -0.01, -0.05], [-0.08, -0.05, 0.02], [0.12, -0.27, 0.06], [-0.24, 0.39, 0.14], [0.02, 0.03, -0.06], [0.06, 0.00, 0.07], [0.00, 0.05, 0.03], [0.03, -0.03, 0.05], [0.02, -0.02, 0.00], [0.01, -0.01, -0.01], [0.02, -0.03, -0.01], [-0.09, 0.04, 0.04], [0.01, 0.04, 0.01], [0.00, -0.02, 0.01], [0.00, 0.01, 0.03], [0.00, 0.00, 0.00], [-0.03, 0.02, 0.00], [0.01, -0.02, -0.01], [0.00, 0.05, -0.03], [-0.03, -0.03, 0.01], [0.00, -0.06, -0.02], [-0.05, 0.16, -0.01], [-0.22, -0.33, -0.35], [0.51, 0.11, 0.08], [-0.36, -0.14, -0.12], [0.25, 0.23, 0.17], [-0.11, 0.04, 0.06], [-0.03, -0.03, -0.03], [0.07, 0.03, -0.07], [-0.15, 0.15, 0.09], [0.18, -0.13, -0.21], [-0.32, -0.08, 0.02], [0.44, 0.15, 0.13], [-0.02, 0.03, 0.16], [-0.04, -0.04, 0.00], [0.12, -0.02, -0.05], [0.04, 0.27, 0.29], [0.13, -0.26, -0.30], [-0.23, 0.31, 0.41], [0.03, 0.01, -0.01], [0.00, 0.02, -0.01], [-0.01, -0.04, 0.04], [0.00, 0.04, -0.04], [0.01, -0.01, 0.02], [-0.02, 0.01, 0.04], [-0.09, -0.21, 0.02], [0.16, 0.61, 0.29], [-0.05, -0.53, -0.92], [0.00, 0.28, 0.23], [0.00, 0.00, -0.03], [-0.02, 0.03, 0.00], [0.09, 0.02, 0.02], [-0.02, -0.13, 0.00], [-0.16, -0.02, 0.05], [-0.61, 0.00, 0.30], [-0.14, 1.27, 1.11], [-0.02, -0.06, -0.38], [0.27, -0.20, -0.04], [-0.07, -0.03, 0.15]]}

{"formula": "C28H24Cl4N4O4SSiV", "method": "the ωB97M-V functional and the def2-TZVPD basis", "homo_energy_ev": [-1.043, -1.050], "charge": -2, "relative_energy_kcal_mol": 35.8, "e_lumo_ev": [4.222, 4.222], "energy_ha": -5074.0211, "spin_multiplicity": 2, "s2": 0.77, "species": ["V", "C", "C", "N", "N", "C", "O", "C", "C", "C", "C", "C", "C", "C", "C", "C", "C", "C", "N", "H", "H", "H", "H", "H", "H", "H", "H", "H", "H", "H", "H", "C", "Si", "C", "C", "C", "C", "C", "C", "N", "C", "S", "H", "H", "H", "H", "H", "H", "H", "H", "H", "H", "H", "H", "Cl", "C", "C", "Cl", "C", "Cl", "C", "O", "C", "O", "C", "Cl", "O"], "xyz": [[0.637, -0.058, 0.932], [-2.680, 1.747, 3.698], [-1.799, 0.819, 2.918], [-0.723, 1.208, 2.341], [-0.339, 2.500, 2.511], [0.996, 2.556, 2.381], [1.752, 1.593, 2.156], [1.611, 3.898, 2.657], [0.877, 4.951, 3.194], [1.487, 6.175, 3.431], [2.829, 6.356, 3.120], [3.558, 5.311, 2.569], [2.951, 4.085, 2.338], [-2.084, -0.628, 2.818], [-3.243, -1.223, 3.313], [-3.351, -2.605, 3.236], [-2.323, -3.350, 2.685], [-1.217, -2.670, 2.187], [-1.119, -1.354, 2.251], [-2.049, 2.439, 4.255], [-3.341, 1.222, 4.384], [-3.284, 2.351, 3.015], [-0.170, 4.789, 3.412], [0.913, 6.995, 3.848], [3.302, 7.316, 3.295], [4.599, 5.456, 2.305], [3.483, 3.255, 1.891], [-4.040, -0.630, 3.735], [-4.245, -3.095, 3.606], [-2.379, -4.428, 2.614], [-0.386, -3.176, 1.706], [2.683, -4.324, -3.364], [0.817, -4.299, -3.402], [0.294, -3.882, -5.168], [0.230, -6.067, -3.065], [-0.124, -3.166, -2.246], [-1.501, -3.218, -2.358], [-2.341, -2.404, -1.600], [-1.726, -1.552, -0.705], [-0.412, -1.493, -0.538], [0.444, -2.243, -1.307], [2.084, -1.938, -1.062], [3.041, -5.049, -4.104], [3.055, -4.593, -2.376], [3.089, -3.338, -3.589], [0.774, -4.544, -5.894], [0.576, -2.853, -5.406], [-0.788, -3.964, -5.296], [0.705, -6.781, -3.743], [-0.853, -6.157, -3.183], [0.476, -6.356, -2.040], [-1.951, -3.904, -3.075], [-3.416, -2.418, -1.714], [-2.303, -0.860, -0.101], [2.003, 4.726, -4.055], [1.131, 3.687, -2.961], [-0.249, 3.709, -2.930], [-1.140, 4.769, -3.988], [-0.931, 2.869, -2.035], [-2.676, 2.877, -1.974], [-0.265, 2.003, -1.166], [-0.848, 1.220, -0.328], [1.179, 1.975, -1.206], [1.785, 1.172, -0.398], [1.831, 2.823, -2.101], [3.573, 2.788, -2.115], [1.534, -1.018, 1.793]], "forces_ev_per_a": [[0.98, 1.15, -0.41], [0.08, 0.08, -0.07], [-0.23, -0.10, -0.10], [0.09, 0.04, 0.24], [0.03, -0.18, 0.05], [-0.20, 0.10, 0.38], [-0.33, -0.14, -0.34], [-0.04, 0.00, -0.22], [0.02, 0.03, 0.02], [-0.01, -0.04, -0.01], [0.02, 0.02, 0.00], [0.00, 0.02, 0.00], [-0.02, -0.02, -0.01], [0.05, 0.29, 0.01], [0.06, -0.34, -0.06], [-0.12, 0.15, 0.06], [0.13, -0.09, -0.07], [-0.17, 0.12, 0.09], [-0.04, 0.11, -0.13], [-0.02, 0.01, 0.00], [0.00, -0.03, 0.01], [0.00, 0.01, 0.02], [0.00, 0.01, 0.00], [0.00, 0.00, 0.00], [0.00, 0.00, 0.00], [0.00, -0.01, 0.00], [0.01, 0.01, 0.00], [-0.02, 0.02, 0.01], [0.01, -0.01, 0.00], [0.00, 0.01, 0.01], [0.00, -0.03, -0.01], [0.01, 0.00, 0.00], [-0.02, 0.03, 0.01], [0.00, 0.01, 0.00], [-0.01, 0.01, 0.01], [0.01, -0.08, -0.06], [0.04, -0.07, -0.08], [0.09, 0.05, 0.08], [-0.19, 0.08, -0.07], [0.66, 0.18, 0.36], [-0.33, 0.25, 0.20], [0.33, -0.47, -0.41], [0.01, 0.00, 0.00], [0.00, -0.01, 0.00], [0.00, 0.00, -0.01], [0.00, -0.01, 0.01], [0.01, 0.00, 0.00], [0.00, 0.00, 0.01], [0.00, 0.01, -0.01], [0.00, 0.00, 0.01], [0.01, 0.00, 0.00], [0.00, 0.00, 0.01], [-0.01, 0.02, 0.02], [0.01, 0.00, -0.02], [-0.01, -0.02, 0.02], [-0.06, 0.04, -0.03], [0.06, 0.01, -0.01], [0.01, -0.02, 0.02], [-0.08, 0.02, -0.02], [0.03, -0.01, 0.01], [-0.15, -0.08, 0.03], [0.26, -0.22, 0.42], [-0.06, -0.01, -0.06], [-0.56, -0.76, 0.49], [0.11, -0.03, 0.06], [-0.02, 0.00, 0.00], [-0.41, -0.11, -0.44]]}

{"formula": "C21H20N2O6S", "method": "the ωB97M-V functional and the def2-TZVPD basis", "homo_energy_ev": -8.834, "relative_energy_kcal_mol": 49.6, "e_lumo_ev": -0.136, "energy_ha": -1771.3813, "species": ["C", "N", "C", "C", "C", "C", "C", "C", "S", "O", "O", "C", "C", "C", "C", "C", "C", "O", "O", "C", "C", "O", "N", "C", "C", "C", "C", "C", "O", "C", "H", "H", "H", "H", "H", "H", "H", "H", "H", "H", "H", "H", "H", "H", "H", "H", "H", "H", "H", "H"], "xyz": [[-1.916, 0.060, -2.115], [-1.454, 1.369, -1.723], [-0.092, 1.626, -1.577], [0.334, 2.940, -1.375], [1.672, 3.217, -1.174], [2.612, 2.200, -1.181], [2.199, 0.902, -1.417], [0.860, 0.608, -1.613], [-2.522, 2.340, -0.850], [-2.641, 3.630, -1.457], [-3.721, 1.580, -0.668], [-1.680, 2.532, 0.730], [-1.569, 3.786, 1.299], [-0.889, 3.931, 2.500], [-0.312, 2.827, 3.101], [-0.428, 1.565, 2.519], [0.234, 0.416, 3.188], [0.794, 0.482, 4.251], [0.155, -0.707, 2.453], [0.765, -1.875, 2.989], [1.379, -2.756, 1.902], [1.823, -3.851, 2.167], [1.404, -2.208, 0.674], [1.847, -2.960, -0.486], [0.696, -3.564, -1.222], [0.169, -4.820, -1.195], [-0.947, -4.801, -2.068], [-1.019, -3.536, -2.556], [-0.032, -2.775, -2.050], [-1.136, 1.417, 1.329], [-2.999, 0.115, -2.189], [-1.495, -0.200, -3.086], [-1.655, -0.714, -1.385], [-0.389, 3.737, -1.402], [1.983, 4.239, -1.018], [3.657, 2.419, -1.021], [2.928, 0.105, -1.448], [0.565, -0.410, -1.812], [-2.010, 4.628, 0.788], [-0.802, 4.904, 2.957], [0.238, 2.916, 4.025], [1.543, -1.591, 3.708], [0.014, -2.466, 3.524], [0.960, -1.314, 0.524], [2.493, -3.760, -0.116], [2.411, -2.294, -1.144], [0.532, -5.649, -0.623], [-1.600, -5.618, -2.296], [-1.697, -3.066, -3.241], [-1.260, 0.445, 0.880]], "forces_ev_per_a": [[-0.36, -0.33, 0.01], [-0.78, 0.53, 0.51], [0.78, 0.36, -0.09], [0.20, 0.02, -0.15], [-0.02, -0.04, 0.04], [0.11, -0.02, 0.01], [0.11, 0.07, 0.03], [-0.31, -0.04, -0.03], [0.02, -0.14, 0.18], [0.28, 0.11, 0.07], [0.06, -0.28, 0.08], [-0.32, 0.03, -0.45], [-0.08, 0.04, -0.10], [-0.04, -0.06, -0.03], [0.02, -0.16, -0.02], [-0.20, 0.17, -0.21], [0.18, 0.14, 0.27], [-0.10, 0.00, -0.11], [-0.11, -0.10, -0.30], [0.29, -0.44, 0.51], [-0.29, 0.63, 0.11], [0.05, -0.34, 0.23], [0.02, 0.37, -0.38], [-0.26, -0.01, -0.05], [0.28, -0.83, 0.34], [0.38, 0.58, 0.02], [-0.19, 0.48, -0.28], [-0.46, -0.75, -0.04], [0.32, 0.42, 0.05], [0.09, -0.12, 0.29], [0.07, -0.20, -0.10], [0.04, 0.02, 0.03], [0.03, -0.02, -0.05], [0.05, 0.14, -0.04], [0.02, 0.10, 0.01], [0.10, 0.02, 0.00], [0.05, -0.08, -0.01], [-0.08, -0.15, -0.04], [0.00, 0.15, -0.02], [0.01, 0.08, 0.03], [0.04, 0.02, 0.06], [-0.13, -0.12, -0.20], [0.12, 0.08, -0.12], [0.04, -0.04, 0.11], [-0.04, 0.12, -0.16], [0.05, -0.10, 0.05], [0.15, -0.15, 0.17], [-0.19, -0.13, -0.10], [-0.05, 0.14, -0.10], [0.06, -0.15, -0.05]]}